Record 1
{
  "formula": "C13H25N5O8",
  "method": "the ωB97M-V functional and the def2-TZVPD basis",
  "lumo_ev": -0.5,
  "e_homo_ev": -9.5,
  "multiplicity": 1,
  "mol_weight_g_mol": 379.37,
  "smiles": "CCOCCOCCOCC1=C(N)C(=O)OC1=O.NC(N)=O.NC(N)=O",
  "elements": ["C", "C", "O", "C", "C", "O", "C", "C", "O", "C", "C", "C", "N", "C", "O", "O", "C", "O", "H", "H", "H", "H", "H", "H", "H", "H", "H", "H", "H", "H", "H", "H", "H", "H", "H", "N", "C", "N", "O", "H", "H", "H", "H", "N", "C", "N", "O", "H", "H", "H", "H"],
  "xyz": [[-3.93, 4.22, 0.69], [-4.47, 3.32, 1.80], [-3.51, 2.41, 2.30], [-2.50, 3.01, 3.08], [-1.21, 2.16, 3.03], [-1.42, 0.83, 2.60], [-1.52, 0.66, 1.20], [-0.34, -0.18, 0.69], [-0.82, -1.04, -0.32], [0.20, -1.74, -0.98], [0.96, -0.88, -1.94], [2.29, -0.71, -2.03], [3.30, -1.26, -1.28], [2.56, 0.26, -3.14], [3.62, 0.67, -3.50], [1.38, 0.62, -3.70], [0.34, -0.01, -2.96], [-0.79, 0.21, -3.23], [-3.27, 3.66, 0.04], [-4.76, 4.61, 0.09], [-3.39, 5.08, 1.08], [-4.90, 3.92, 2.61], [-5.28, 2.70, 1.40], [-2.28, 4.02, 2.73], [-2.85, 3.10, 4.12], [-0.46, 2.65, 2.41], [-0.80, 2.08, 4.04], [-2.45, 0.15, 0.96], [-1.54, 1.64, 0.70], [0.07, -0.74, 1.54], [0.46, 0.46, 0.30], [-0.28, -2.58, -1.51], [0.92, -2.16, -0.26], [3.39, -2.26, -1.40], [4.21, -0.87, -1.53], [6.35, -0.60, -3.57], [6.60, -1.72, -2.83], [7.92, -1.98, -2.58], [5.72, -2.45, -2.41], [7.08, 0.01, -3.89], [5.40, -0.32, -3.70], [8.13, -2.80, -2.05], [8.67, -1.40, -2.92], [-2.30, -2.95, 1.63], [-3.60, -3.27, 1.34], [-4.26, -3.95, 2.33], [-4.13, -2.99, 0.29], [-1.86, -3.19, 2.50], [-1.78, -2.44, 0.94], [-5.22, -4.20, 2.15], [-3.85, -4.19, 3.22]]
}

Record 2
{
  "formula": "C13H26Cl2O3SiZr",
  "method": "the ωB97M-V functional and the def2-TZVPD basis",
  "total_charge": -2,
  "lumo_ev": 4.8,
  "e_homo_ev": -1.2,
  "e_above_lowest_kcal_mol": 0.00,
  "multiplicity": 1,
  "mol_weight_g_mol": 420.56,
  "elements": ["C", "C", "C", "C", "C", "C", "C", "C", "C", "C", "Zr", "Cl", "Cl", "O", "H", "H", "H", "H", "H", "H", "H", "H", "H", "H", "H", "H", "H", "H", "H", "H", "O", "H", "C", "Si", "C", "C", "O", "H", "H", "H", "H", "H", "H", "H", "H", "H"],
  "xyz": [[0.32, -1.19, -2.23], [1.18, -0.01, -2.40], [0.33, 1.17, -2.47], [2.61, 0.00, -2.60], [-1.06, 0.75, -2.33], [-1.09, -0.71, -2.19], [-2.27, -1.54, -2.11], [0.74, -2.57, -2.19], [0.78, 2.53, -2.71], [-2.20, 1.63, -2.45], [0.06, 0.06, -0.19], [4.92, 1.47, 0.59], [2.22, -0.76, 0.43], [-1.82, 0.65, 0.55], [3.06, -0.94, -2.27], [3.10, 0.81, -2.04], [2.82, 0.13, -3.66], [1.75, 2.72, -2.23], [0.07, 3.27, -2.31], [0.89, 2.70, -3.78], [-2.05, 2.58, -1.91], [-3.11, 1.17, -2.05], [-2.36, 1.87, -3.51], [-3.09, -1.03, -1.58], [-2.07, -2.49, -1.60], [-2.61, -1.76, -3.13], [1.71, -2.68, -1.68], [0.85, -2.94, -3.22], [0.02, -3.21, -1.67], [-1.71, 1.49, 0.98], [-0.57, -1.73, 0.72], [-1.47, -1.51, 1.03], [1.53, -0.88, 4.14], [0.00, 0.00, 3.47], [-1.53, -0.88, 4.14], [0.00, 1.77, 4.13], [0.04, 0.07, 1.96], [1.53, -0.88, 5.24], [2.42, -0.37, 3.77], [1.53, -1.91, 3.77], [-1.53, -0.88, 5.24], [-2.42, -0.36, 3.77], [-1.53, -1.92, 3.78], [0.90, 2.28, 3.77], [-0.90, 2.28, 3.77], [0.00, 1.77, 5.24]]
}

Record 3
{
  "formula": "C13H26Cl8N4P",
  "method": "the ωB97M-V functional and the def2-TZVPD basis",
  "total_charge": 1,
  "lumo_ev": -2.9,
  "e_homo_ev": -12.0,
  "multiplicity": 1,
  "mol_weight_g_mol": 552.98,
  "elements": ["C", "P", "C", "N", "C", "N", "C", "N", "Cl", "N", "C", "C", "C", "Cl", "H", "H", "H", "H", "H", "H", "H", "H", "H", "H", "H", "H", "H", "H", "Cl", "C", "C", "Cl", "H", "H", "H", "H", "Cl", "C", "C", "Cl", "H", "H", "H", "H", "Cl", "C", "C", "Cl", "H", "H", "H", "H"],
  "xyz": [[-0.17, -5.07, -1.03], [-1.21, -3.81, -1.83], [-2.34, -4.57, -3.05], [-2.17, -3.05, -0.55], [-2.63, -3.61, 0.57], [-3.33, -2.78, 1.32], [-3.31, -1.64, 0.63], [-3.95, -0.54, 1.07], [-4.80, -0.54, 2.51], [-2.60, -1.74, -0.51], [-2.39, -0.68, -1.49], [-0.97, -0.49, -1.96], [0.02, -0.24, -0.81], [1.54, -1.13, -1.10], [0.37, -5.63, -1.78], [-0.72, -5.73, -0.36], [0.56, -4.54, -0.42], [-1.75, -4.68, -3.95], [-2.74, -5.54, -2.77], [-3.13, -3.87, -3.27], [-2.46, -4.64, 0.84], [-3.93, 0.33, 0.57], [-3.07, -0.77, -2.34], [-2.68, 0.24, -0.98], [-0.97, 0.40, -2.58], [-0.61, -1.29, -2.58], [0.28, 0.80, -0.80], [-0.37, -0.50, 0.17], [-0.70, 3.09, -1.40], [0.88, 3.77, -1.88], [0.87, 4.23, -3.31], [0.76, 2.86, -4.44], [1.64, 3.01, -1.71], [1.08, 4.61, -1.21], [1.80, 4.75, -3.53], [0.04, 4.90, -3.51], [0.62, 5.38, 1.80], [-0.11, 3.96, 2.60], [0.91, 2.89, 2.88], [1.49, 2.14, 1.37], [-0.91, 3.60, 1.97], [-0.54, 4.31, 3.54], [0.46, 2.10, 3.48], [1.77, 3.27, 3.42], [6.68, 1.78, 3.93], [5.64, 0.52, 3.25], [4.20, 0.96, 3.15], [3.44, 1.15, 4.75], [5.74, -0.37, 3.87], [6.02, 0.29, 2.25], [3.62, 0.21, 2.61], [4.12, 1.91, 2.62]]
}

Record 4
{
  "formula": "C13H26FN4NaO9",
  "method": "the ωB97M-V functional and the def2-TZVPD basis",
  "lumo_ev": -3.1,
  "e_homo_ev": -5.3,
  "multiplicity": 1,
  "mol_weight_g_mol": 424.36,
  "elements": ["C", "C", "C", "F", "O", "C", "O", "N", "C", "C", "C", "C", "O", "O", "C", "C", "O", "H", "H", "H", "H", "H", "H", "H", "H", "H", "H", "H", "H", "H", "H", "H", "H", "Na", "C", "O", "H", "H", "H", "C", "O", "N", "N", "H", "H", "H", "H", "C", "N", "O", "O", "H", "H", "H"],
  "xyz": [[5.15, -3.98, 1.71], [4.81, -2.40, 2.14], [3.51, -1.96, 1.23], [3.97, -2.01, -0.21], [3.02, -0.60, 1.45], [1.57, -0.60, 1.71], [1.19, -0.66, 3.01], [0.47, -0.60, 0.68], [0.97, -0.85, -0.73], [0.89, -2.51, -0.94], [-0.43, 0.61, 0.78], [-1.93, 0.02, 1.22], [-2.21, -0.01, 2.54], [-2.88, -0.50, 0.19], [-3.12, -1.95, 0.44], [-4.53, -2.45, 1.16], [-2.23, -2.92, 0.14], [4.12, -4.47, 1.34], [5.88, -4.00, 0.78], [5.53, -4.61, 2.62], [4.64, -2.33, 3.30], [5.72, -1.77, 1.75], [2.63, -2.75, 1.41], [2.04, -0.44, -0.96], [0.26, -0.38, -1.56], [-0.06, -2.74, -1.59], [1.89, -2.96, -1.36], [0.69, -3.00, 0.13], [-0.07, 1.43, 1.54], [-0.62, 1.15, -0.27], [-4.68, -1.90, 2.21], [-5.45, -2.25, 0.47], [-4.50, -3.62, 1.38], [6.35, -0.40, 2.80], [0.65, 3.65, -0.04], [0.72, 2.65, -0.91], [1.21, 4.57, -0.28], [-0.35, 4.06, 0.18], [1.02, 3.45, 0.99], [-1.11, 1.75, -4.65], [-1.73, 1.15, -5.52], [-1.62, 2.80, -3.99], [0.14, 1.42, -4.29], [-1.13, 3.31, -3.27], [-2.56, 3.09, -4.23], [0.56, 0.63, -4.77], [0.67, 1.90, -3.58], [-4.51, 2.88, 0.55], [-3.70, 4.12, 0.55], [-4.24, 5.15, 0.14], [-2.54, 4.04, 0.98], [-5.50, 3.10, 0.15], [-3.99, 2.15, -0.09], [-4.57, 2.52, 1.58]]
}